# 1
C4H7NS | ωB97M-V/def2-TZVPD

Structure (XYZ):
```
13
Properties=species:S:1:pos:R:3:forces:R:3
C -0.134817 1.669520 -0.074660 1.251 2.373 -0.105
C -0.451246 0.187979 0.014845 -1.117 -1.696 -0.856
S -2.006632 -0.486258 -0.012349 2.679 1.458 0.183
N 0.670320 -0.759031 0.010562 -0.963 0.807 -0.510
C 1.717799 -0.178613 0.803060 2.422 0.333 0.279
C 1.993042 -0.380224 -0.660866 0.614 1.011 -2.010
H -0.055638 2.359446 1.038488 -0.463 -2.309 -3.555
H -0.908014 2.069795 -0.787244 0.472 0.068 1.325
H 0.878613 1.858905 -0.721203 -2.212 -0.521 2.017
H 2.359878 -0.971619 1.182411 -0.539 0.417 1.550
H 1.569532 0.815535 1.376882 0.564 -1.930 -1.311
H 2.643511 -1.295928 -0.984794 -1.592 1.608 0.936
H 2.177315 0.465244 -1.475164 -1.115 -1.619 2.056
```
Positions in Å, forces in eV/Å.

Computed properties:
HOMO level = -8.671 eV
charge = 0
SMILES = CC(=S)N1CC1
strongest force on any atom = 4.3 eV Å⁻¹
E_tot = -16582.7192 eV
gap between HOMO and LUMO = 8.33 eV
LUMO energy = -0.34 eV

# 2
C7H16N2 | ωB97M-V/def2-TZVPD

Structure (XYZ):
```
25
Properties=species:S:1:pos:R:3:forces:R:3
C -1.232266 2.248821 -0.692198 -0.456 -1.840 1.089
C -0.194702 1.779744 0.107057 -1.210 1.456 -1.701
C 0.183486 0.334911 0.475175 -2.437 -0.711 1.804
N -0.145267 0.016592 1.942417 1.083 3.380 2.231
C 1.682135 0.055482 0.525410 0.692 -0.104 -1.202
C 2.232037 -0.026576 -0.931906 2.088 0.228 -0.363
C -0.811381 -0.635896 -0.388764 2.466 2.771 -0.504
C -0.503845 -2.101449 -0.347489 -1.293 -3.087 -1.420
N -2.168639 -0.434491 0.053665 -0.675 0.280 -1.963
H -1.464867 3.251213 -1.046700 1.091 0.395 0.719
H -2.171493 1.666891 -0.978658 1.960 -0.022 0.381
H 0.491652 2.559718 0.479055 -0.064 -0.451 -0.222
H 0.949065 -0.069469 2.415398 -4.672 0.885 -0.888
H -0.743798 0.960223 2.373402 2.594 -3.532 -1.233
H 1.836748 -0.920589 1.167962 -0.094 1.640 -1.687
H 2.189862 0.922164 1.086170 -0.714 -1.261 -0.754
H 1.511580 -0.636838 -1.613148 1.733 1.018 1.121
H 3.343052 -0.438018 -0.859141 -2.398 0.317 -0.578
H 2.425412 1.036497 -1.387575 -0.856 -1.898 0.825
H -0.687385 -0.089494 -1.477423 -0.507 -1.993 2.269
H 0.501645 -2.473028 -0.709882 -0.840 0.560 1.025
H -1.184433 -2.527376 -1.176174 0.865 0.432 0.871
H -0.984989 -2.701739 0.554949 1.679 1.606 -1.333
H -2.362770 -0.710724 0.982866 0.367 -0.404 1.181
H -2.690834 -1.066578 -0.554473 -0.403 0.333 0.332
```
Positions in Å, forces in eV/Å.

Computed properties:
HOMO level = -8.838 eV
charge = 0
SMILES = C=C[C@](N)(CC)[C@@H](C)N
strongest force on any atom = 4.8 eV Å⁻¹
E_tot = -10494.7108 eV
gap between HOMO and LUMO = 9.88 eV
LUMO energy = 1.04 eV